Record 1
157
Properties=species:S:1:pos:R:3:forces:R:3:lowdin_charge:R:1 method="wB97M-V/def2-TZVPD" charge=-1 homo_lumo_gap_ev=2.96 energy_ev=-181865.848 spin_multiplicity=1 homo_energy_ev=-1.407 relative_energy_kcal_mol=52.3
C -3.9036 1.2433 4.0787 0.5561 -0.3789 -0.2684 -0.069
C -2.9608 0.3376 3.2049 -0.6834 1.8604 0.1571 -0.302
O -2.2639 -0.6143 4.0425 1.8108 0.5185 -1.3090 -0.251
P -0.7205 -0.9667 3.4641 0.7182 -4.7085 1.4616 0.659
O -0.4183 -2.3801 3.9582 -0.4581 2.4363 -0.4973 -0.370
C -0.6439 -1.0410 1.5999 0.3224 1.2135 -0.2235 -0.196
C 0.3403 0.0369 0.9778 0.6264 -0.7430 -1.0555 -0.236
C -0.2922 0.7775 -0.2587 -1.3371 1.0209 0.6145 -0.275
C -1.1501 2.0522 0.1193 0.4944 -0.3648 0.8352 -0.206
C -0.2562 3.1583 0.7673 -0.0263 -1.2820 -1.4118 -0.334
O -0.9789 4.3167 1.2239 0.0327 -0.2935 0.6970 -0.222
C -1.9611 3.9737 2.1691 -1.0576 0.1348 0.1697 -0.170
O 0.4643 0.0111 4.1285 -2.8862 -0.2965 -0.7521 -0.227
C 0.0337 1.3776 4.2860 1.4045 1.8375 -0.4517 -0.306
C 1.2593 2.1517 4.8989 -0.7606 -0.9780 0.2575 -0.065
H -3.2686 1.6489 4.9002 -0.6923 -0.2569 -0.3707 0.070
H -4.7809 0.6924 4.4757 0.6283 0.2029 -0.0402 0.066
H -4.2966 2.1028 3.4894 0.4092 -0.6370 0.2143 0.076
H -3.5289 -0.1467 2.3757 0.5552 0.1093 0.6705 0.125
H -2.2093 1.0406 2.7690 -0.7061 -0.6012 -0.0999 0.064
H -0.2436 -2.0453 1.3298 -0.3371 0.5686 0.8563 0.073
H -1.6552 -0.9975 1.1273 0.6218 0.3348 0.5593 0.088
H 1.2239 -0.5427 0.5903 -0.5204 0.3681 0.5196 0.099
H 0.7643 0.7222 1.7437 -0.4606 -0.3264 -0.5944 0.071
H -1.0322 0.0594 -0.7042 0.7432 0.4257 0.0182 0.082
H 0.4492 1.0492 -1.0411 -0.1239 -0.3608 0.5732 0.079
H -1.9094 1.6446 0.8590 0.5519 0.5063 -0.3925 0.010
H 0.4191 3.5305 -0.0440 -0.3728 -0.1466 0.7026 0.088
H 0.4528 2.7845 1.5786 -0.4592 0.6185 -0.0630 0.082
H -2.3451 4.8920 2.6814 0.5012 -0.4689 -0.4687 0.083
H -2.8520 3.4959 1.6867 0.6620 0.2069 0.2182 0.081
H -1.6083 3.2811 2.9710 0.0779 0.3768 -0.4688 0.060
H -0.1484 1.8336 3.2856 -0.0828 -0.4267 0.5604 0.064
H -0.8855 1.4999 4.8972 0.5956 -0.3721 -0.1663 0.108
H 1.0875 3.2480 4.9177 0.0631 -0.7238 0.0248 0.076
H 2.1668 1.9111 4.3087 -0.5833 0.2426 0.2497 0.078
H 1.3963 1.7377 5.9278 0.0965 0.5825 -0.6327 0.073
C -2.3752 5.0674 -3.9418 -0.0890 -0.1421 -0.0700 -0.215
C -3.5554 4.8224 -4.8905 0.1383 0.1625 0.0727 -0.237
C -3.9769 3.3596 -4.7253 -0.1923 0.3001 -0.4673 -0.221
S -3.5300 2.9000 -3.0502 0.5012 0.0434 0.6394 0.655
O -2.5035 1.8909 -3.1189 -0.5124 -0.1152 -0.2703 -0.320
O -4.7351 2.7225 -2.2708 -0.1198 -0.3700 -0.1251 -0.344
C -2.7772 4.4515 -2.6055 0.3526 0.4948 -0.0101 -0.220
H -2.1512 6.1305 -3.8400 -0.0065 -0.0323 0.0024 0.110
H -1.4814 4.5685 -4.3291 0.0038 0.0232 0.0598 0.115
H -4.3850 5.4772 -4.6158 0.0325 -0.0592 0.0273 0.105
H -3.2953 5.0406 -5.9232 0.0193 -0.0361 0.0655 0.071
H -5.0497 3.2308 -4.8607 0.0470 -0.1029 0.0798 0.096
H -3.4355 2.7058 -5.4090 0.0267 -0.0568 0.1435 0.100
H -1.9354 4.2719 -1.9358 -0.1935 -0.3413 0.1550 0.095
H -3.5343 5.0565 -2.1040 -0.0357 -0.1000 -0.0111 0.097
C 1.9906 -5.5279 0.0487 -0.1565 0.2254 -0.1245 -0.226
C 0.5184 -5.2033 -0.2286 -0.0136 -0.0475 0.1137 -0.208
C 0.4765 -4.1568 -1.3462 -0.4575 0.0637 0.3155 -0.219
S 1.9518 -4.4141 -2.3272 -0.0608 -0.2322 0.1522 0.668
O 2.8043 -3.2563 -2.1974 -0.0731 -0.1362 -0.3123 -0.319
O 1.5803 -4.9487 -3.6198 0.1981 0.2756 -0.0572 -0.345
C 2.6254 -5.7286 -1.3253 -0.0184 -0.1152 0.2566 -0.247
H 2.0976 -6.4070 0.6751 -0.0593 0.0149 -0.0628 0.074
H 2.4653 -4.6870 0.5629 0.0201 -0.0245 -0.0631 0.129
H 0.0010 -6.1106 -0.5541 0.0419 0.0220 0.0016 0.115
H 0.0113 -4.8403 0.6665 0.0015 0.0031 -0.0499 0.113
H -0.4005 -4.2768 -1.9797 0.1247 0.1380 -0.1109 0.103
H 0.5098 -3.1429 -0.9463 0.0908 0.0063 -0.1249 0.095
H 3.7065 -5.6612 -1.3118 -0.0231 0.1002 -0.1604 0.079
H 2.3126 -6.6757 -1.7686 -0.0058 0.0563 -0.0357 0.110
C -9.1623 3.7940 -0.7263 -0.0101 0.0603 0.0595 -0.225
C -9.5798 5.2616 -0.8681 -0.1290 -0.0199 -0.0189 -0.225
C -8.3512 6.1196 -0.5506 -0.5120 0.2538 0.0626 -0.228
S -6.9220 5.1239 -0.9781 0.4577 -0.3765 -0.2532 0.654
O -6.1920 4.8310 0.2295 -0.0740 0.2825 -0.2147 -0.305
O -6.2826 5.6889 -2.1440 0.0523 0.1159 0.3260 -0.331
C -7.8324 3.6675 -1.4608 -0.3485 -0.3687 0.0416 -0.234
H -9.9125 3.1179 -1.1381 0.0325 0.0096 0.0252 0.112
H -9.0300 3.5485 0.3310 0.0172 -0.0261 -0.0482 0.119
H -9.9052 5.4495 -1.8951 0.0333 -0.0200 0.0293 0.113
H -10.4141 5.5105 -0.2102 0.0308 0.0165 -0.0333 0.109
H -8.3364 7.0379 -1.1348 0.1799 -0.0267 0.0544 0.098
H -8.2901 6.3549 0.5115 0.1278 -0.0570 -0.0402 0.102
H -7.2702 2.7765 -1.1890 0.2270 0.1618 -0.0778 0.105
H -7.9737 3.7070 -2.5416 0.1060 0.0278 0.0265 0.111
C -1.9162 -3.2394 7.9774 -0.0252 -0.1501 -0.0289 -0.218
C -3.0400 -2.8374 7.0203 0.1138 0.1211 -0.1408 -0.208
C -4.2410 -2.4148 7.8734 -0.1322 -0.2061 -0.4415 -0.223
S -3.5673 -1.8041 9.4169 0.1718 0.1843 -0.2383 0.662
O -3.9803 -2.6882 10.4837 -0.0669 0.2449 0.0614 -0.337
O -3.7620 -0.3743 9.4932 -0.1529 -0.2313 0.3297 -0.335
C -1.8565 -2.1399 9.0309 0.3600 -0.1930 -0.1121 -0.235
H -0.9641 -3.3491 7.4581 -0.0569 0.0393 -0.0209 0.119
H -2.1568 -4.1967 8.4499 0.0419 0.0444 0.0424 0.116
H -2.7093 -1.9968 6.4055 0.0049 -0.0838 -0.0321 0.106
H -3.3045 -3.6507 6.3448 0.0156 0.0706 -0.0064 0.119
H -4.8183 -1.6246 7.3968 -0.0223 0.0262 0.1805 0.101
H -4.8887 -3.2612 8.1015 0.0238 0.0751 0.1488 0.101
H -1.3258 -2.4360 9.9341 -0.1410 0.1050 0.0806 0.104
H -1.4230 -1.2263 8.6223 -0.0766 0.0046 0.0275 0.109
C -6.6697 6.2890 -9.9748 -0.0793 0.0530 0.0356 -0.225
C -6.0572 7.6874 -9.8478 -0.0128 0.0286 -0.1154 -0.219
C -5.3485 7.7561 -8.4912 -0.1603 0.4744 -0.2092 -0.220
S -4.8538 6.0789 -8.0996 0.1181 -0.0904 -0.1000 0.670
O -5.5897 5.6440 -6.9388 0.1304 0.0547 -0.2029 -0.307
O -3.4163 5.9729 -8.1841 -0.2361 -0.0468 0.2220 -0.321
C -5.5774 5.3173 -9.5438 -0.2716 -0.0924 -0.3525 -0.231
H -7.0078 6.0854 -10.9912 0.0033 -0.0071 0.0433 0.114
H -7.5319 6.2017 -9.3080 0.0348 -0.0427 -0.0261 0.119
H -5.3313 7.8408 -10.6508 -0.0216 -0.0239 0.0360 0.116
H -6.8127 8.4689 -9.9365 0.0468 -0.0171 0.0113 0.113
H -4.4652 8.3908 -8.5278 0.0295 -0.1175 0.1590 0.103
H -6.0201 8.0996 -7.7050 0.0705 -0.1275 0.0531 0.106
H -5.9552 4.3289 -9.2893 0.1365 0.0192 0.1357 0.110
H -4.7983 5.2380 -10.3031 0.0275 -0.0045 0.0818 0.108
C 6.8412 -8.6794 1.9059 -0.2869 0.0119 -0.0124 -0.247
C 6.3200 -8.1326 3.2374 0.0394 -0.0960 0.0353 -0.205
C 5.1972 -7.1401 2.9183 0.2293 0.0816 0.4797 -0.211
S 4.4848 -7.6754 1.3651 0.1318 -0.4258 0.3147 0.684
O 4.7509 -6.6671 0.3695 -0.0275 -0.1265 0.0828 -0.314
O 3.1572 -8.1948 1.6017 0.0825 0.2197 -0.2595 -0.325
C 5.6019 -9.0404 1.0932 0.3190 -0.2323 0.0426 -0.222
H 7.4898 -9.5396 2.0483 0.0027 0.0738 -0.0477 0.104
H 7.4136 -7.9080 1.3910 -0.0274 -0.0708 -0.0038 0.098
H 5.9247 -8.9555 3.8394 0.0016 0.0321 -0.0323 0.118
H 7.1127 -7.6566 3.8153 -0.0303 -0.0210 -0.0301 0.116
H 4.4251 -7.1404 3.6855 -0.0976 0.0942 -0.1685 0.106
H 5.5823 -6.1302 2.7803 -0.1028 -0.0255 -0.1167 0.109
H 5.8009 -9.1481 0.0284 -0.1705 0.0815 -0.0089 0.108
H 5.1251 -9.9425 1.4794 -0.0704 0.0666 -0.0334 0.108
C 12.0516 -6.2406 0.2219 0.0493 -0.0388 -0.1078 -0.222
C 10.8770 -6.4703 -0.7343 -0.0312 0.1451 0.0026 -0.212
C 10.4251 -7.9241 -0.5642 -0.1239 0.1990 -0.4505 -0.217
S 10.8438 -8.3851 1.1160 0.0069 0.1596 0.0852 0.680
O 11.8552 -9.4141 1.0741 -0.2708 -0.0128 0.1297 -0.316
O 9.6297 -8.5368 1.8862 0.6069 -0.2541 -0.0027 -0.335
C 11.6228 -6.8398 1.5561 0.2299 0.3682 0.0003 -0.231
H 12.2940 -5.1822 0.3184 -0.0030 -0.0452 0.0092 0.117
H 12.9393 -6.7580 -0.1521 -0.0101 0.0234 0.0585 0.119
H 10.0571 -5.7966 -0.4722 0.0347 -0.0331 -0.0067 0.121
H 11.1517 -6.2629 -1.7687 -0.0404 -0.0222 0.0378 0.116
H 9.3516 -8.0338 -0.7094 0.0501 -0.1458 0.0908 0.101
H 10.9605 -8.5922 -1.2381 0.0048 -0.0632 0.1380 0.106
H 12.4543 -7.0258 2.2331 -0.1061 -0.1506 0.0366 0.108
H 10.8724 -6.2168 2.0447 -0.0134 -0.0837 0.0036 0.110
C 5.1656 5.0284 -1.9973 0.0448 0.0019 -0.0753 -0.232
C 3.9829 4.7665 -2.9355 -0.0290 0.1102 -0.0184 -0.220
C 3.5780 3.2989 -2.7655 -0.1039 0.2274 -0.4942 -0.216
S 4.0371 2.8430 -1.0947 -0.4406 -0.1120 0.2547 0.661
O 5.0815 1.8471 -1.1592 -0.1124 0.0766 0.0841 -0.324
O 2.8445 2.6549 -0.3100 0.4982 -0.2291 -0.0610 -0.309
C 4.7767 4.4100 -0.6595 0.2659 0.4137 -0.0407 -0.236
H 5.3773 6.0941 -1.8994 0.0055 -0.0371 0.0004 0.110
H 6.0628 4.5400 -2.3884 -0.0131 0.0145 0.0514 0.115
H 3.1471 5.4134 -2.6563 0.0331 -0.0405 0.0125 0.118
H 4.2344 4.9871 -3.9738 -0.0287 -0.0165 0.0340 0.110
H 2.5061 3.1566 -2.8929 0.0514 -0.1689 0.1355 0.108
H 4.1224 2.6507 -3.4515 0.0052 -0.0592 0.1291 0.104
H 5.6243 4.2465 0.0033 -0.0959 -0.1490 0.0336 0.104
H 4.0154 5.0073 -0.1559 -0.0264 -0.1037 0.0050 0.110

---

Record 2
78
Properties=species:S:1:pos:R:3:forces:R:3:lowdin_charge:R:1 method="wB97M-V/def2-TZVPD" homo_lumo_gap_ev=4.30 energy_ev=-53143.799 spin_multiplicity=1 homo_energy_ev=-6.466 relative_energy_kcal_mol=0.0
C 2.9182 1.2196 -4.2790 0.1299 0.0785 0.0153 0.011
C 2.1162 0.3646 -5.2535 -0.5348 -0.3836 -0.2893 -0.542
C 3.0252 -0.4182 -6.2054 -0.3918 0.3224 0.1946 0.010
O 1.3557 -0.6390 -4.5506 0.4570 0.2474 -0.1298 0.061
C 0.2729 -0.1917 -3.8438 -0.3556 1.6618 -0.7825 -0.467
O -0.2414 -0.9579 -3.0508 -0.2200 -1.1527 1.1674 0.026
C -0.2092 1.1159 -4.1225 1.4468 -0.5095 -1.4511 -0.125
C -1.3984 1.6513 -3.4361 -0.4875 0.4406 0.2157 -0.111
C -1.0375 2.6789 -2.3834 -0.1449 -0.4639 -0.0798 -0.163
C -0.5154 3.9182 -2.7777 -0.0565 0.2012 0.1591 0.009
C -0.0948 4.8317 -1.8226 0.1022 -0.3218 0.3964 0.022
C -0.2175 4.4848 -0.4703 -0.3510 -0.7166 -0.5958 -0.168
N 0.3420 5.3476 0.5255 0.3106 1.3748 1.9908 -0.308
O -0.1628 5.3076 1.6788 0.6268 0.4041 -2.4450 0.003
O 1.3119 6.0772 0.2349 -1.6475 -1.2201 0.4147 0.056
C -0.8238 3.2831 -0.0572 0.5233 0.4868 0.0093 -0.002
C -1.1935 2.3654 -1.0241 0.0466 0.3804 -0.2272 -0.029
C 0.2147 1.7749 -5.3338 -0.4304 -0.2854 1.0777 -0.461
O -0.2839 2.7981 -5.7705 0.1981 0.0210 -0.4004 0.049
O 1.2331 1.1660 -6.0476 0.5473 -0.0940 0.3250 0.060
H 2.2682 1.7800 -3.5917 0.2316 -0.2287 -0.2577 0.087
H 3.5801 0.5564 -3.7112 -0.1073 0.1590 -0.0128 0.092
H 3.5368 1.9208 -4.8536 -0.1686 -0.1131 0.1584 0.097
H 2.4094 -0.9919 -6.9006 0.0585 0.0583 0.0885 0.093
H 3.6580 0.2706 -6.7660 -0.0391 -0.0237 0.0253 0.089
H 3.6501 -1.0993 -5.6246 -0.0589 0.0605 -0.0485 0.089
H -2.0199 2.1511 -4.1987 -0.0637 -0.2602 0.3401 0.133
H -1.9202 0.8123 -2.9621 -0.1810 0.2171 -0.1194 0.108
H -0.4324 4.1462 -3.8435 -0.0422 -0.1534 0.3255 0.120
H 0.3296 5.7966 -2.0877 -0.0193 -0.2356 0.0296 0.123
H -0.9433 3.0894 1.0066 0.0900 0.0697 -0.1832 0.104
H -1.6084 1.3945 -0.7415 0.0066 0.3438 -0.1008 0.101
C 2.4863 3.5926 2.1830 0.1174 -0.0289 0.5117 -0.066
C 1.4888 4.0040 3.0759 0.4840 -0.1987 0.3132 -0.086
C 0.6991 3.0463 3.7258 0.2561 -0.0429 -0.0629 -0.032
C 1.0696 1.7044 3.6815 0.3314 0.2853 -0.2527 -0.250
C 0.2046 0.6251 4.2753 -0.5325 0.2982 -0.0745 -0.082
N 0.0533 -0.5313 3.3532 0.3505 -0.2386 -0.9263 -0.063
C 0.3677 -1.8723 3.9003 0.4225 0.0355 0.1398 -0.099
C -0.7723 -2.8641 3.9022 -0.2915 -0.2508 -0.0255 -0.227
C -0.5377 -4.1865 3.5075 -0.1154 0.1798 0.0372 -0.051
C -1.5547 -5.1372 3.5796 -0.1443 0.1180 0.1583 -0.075
C -2.8105 -4.7784 4.0812 0.2451 0.2344 -0.1426 -0.076
C -3.0568 -3.4519 4.4517 0.2136 0.0120 -0.0913 -0.068
C -2.0412 -2.4950 4.3560 -0.0002 -0.3013 -0.0728 -0.031
C -0.1004 -0.3484 2.0379 0.4010 0.1819 0.4292 0.009
C -0.0630 -1.4039 1.1141 0.1609 -1.0148 -0.6672 -0.014
C -0.3907 -1.3754 -0.2418 0.0149 0.6382 1.2419 0.074
C -0.9757 -2.5887 -0.7734 0.4460 -1.5708 -0.8591 -0.215
C -2.2813 -2.6115 -1.3258 0.4682 0.9476 0.7125 -0.003
C -3.0851 -3.7133 -1.0804 0.1970 -0.6634 -0.0057 -0.067
C -2.5264 -4.8730 -0.5319 -0.0406 -0.0607 0.0510 -0.077
C -1.1442 -4.9630 -0.3331 -0.0667 -0.1001 -0.2658 -0.084
C -0.3581 -3.8374 -0.4961 -0.4700 0.7347 0.7821 -0.035
C 2.2612 1.3489 3.0407 -0.0938 0.0828 -0.3205 -0.057
C 2.9159 2.2639 2.2157 -0.2363 -0.1280 0.1061 -0.059
H 2.9609 4.3096 1.5105 -0.0121 -0.1289 0.4068 0.109
H 1.3796 5.0581 3.3181 -0.3143 -0.3026 -0.4662 0.111
H -0.2052 3.3471 4.2574 0.2872 -0.0046 -0.0219 0.121
H 0.6169 0.2604 5.2270 -0.2080 -0.0272 -0.3769 0.133
H -0.8021 1.0237 4.4590 0.2314 -0.0144 0.1933 0.133
H 1.2337 -2.3057 3.3684 -0.2973 0.2586 0.1299 0.134
H 0.6966 -1.6915 4.9342 -0.1039 -0.1405 -0.3474 0.131
H 0.4521 -4.4667 3.1390 -0.2712 0.0376 0.0639 0.118
H -1.3692 -6.1589 3.2432 -0.0434 0.2972 0.1605 0.109
H -3.5961 -5.5273 4.1680 0.1582 0.2004 -0.0564 0.106
H -4.0432 -3.1584 4.8107 0.2632 -0.0927 -0.0672 0.108
H -2.2254 -1.4566 4.6356 -0.0485 -0.2617 -0.0172 0.113
H -0.3059 0.6683 1.6786 0.1642 -0.2841 0.3281 0.149
H 0.1129 -2.4070 1.5156 -0.5471 0.3502 -0.0282 0.092
H -0.3055 -0.4652 -0.8198 -0.6383 0.1617 -0.1929 0.105
H -2.6852 -1.7139 -1.7951 0.1063 -0.1224 0.3219 0.121
H -4.1543 -3.6760 -1.2874 0.3266 0.0032 -0.1332 0.110
H -3.1621 -5.7179 -0.2599 0.1573 0.2370 -0.2251 0.106
H -0.6726 -5.8919 -0.0102 -0.2413 0.1630 -0.1595 0.108
H 0.7132 -3.8613 -0.2827 -0.3327 -0.0139 0.0210 0.126
H 2.6301 0.3312 3.1451 -0.0251 0.0630 -0.2371 0.114
H 3.7628 1.9413 1.6098 -0.2036 0.1066 0.1775 0.111